Record 1
Below is a molecular structure, C22H34NO2PS3SiV at a distorted geometry, with properties calculated with wB97M-V/def2-TZVPD.

XYZ file:
```
65
Properties=species:S:1:pos:R:3:forces:R:3
V 0.06279 0.01300 -0.10437 -0.400 0.599 -1.526
S -2.39871 -0.11779 -0.10671 -0.469 -0.097 -0.239
S -0.12791 0.12753 -2.50455 -0.379 0.065 -0.863
S 2.57153 -0.04706 0.21513 0.177 -0.015 0.479
P -0.01493 -2.38927 0.01059 -0.046 -1.262 0.027
Si 4.43904 0.10349 3.29112 -0.114 0.008 -0.050
O -0.09831 2.03908 0.04209 0.454 1.067 0.247
O 1.49740 3.27267 1.08555 -0.179 -0.147 -0.072
N 0.52555 -0.07794 1.79890 0.898 0.129 2.215
C 4.78969 1.63515 4.29317 0.056 0.422 0.199
C -0.60777 -3.40465 -1.41362 -0.029 0.149 -0.082
C 1.52420 -3.32259 0.45714 -0.040 -0.068 0.015
C -1.13323 -2.93900 1.40047 0.046 -0.062 -0.052
C -4.61012 -0.08794 -3.51535 0.170 0.015 0.065
C -0.16204 -0.02387 2.94918 0.273 -0.053 -0.405
C 0.45142 0.00729 4.18375 0.000 0.011 0.097
C 1.90703 -0.04127 1.81320 -0.435 0.009 0.105
C -3.65471 -0.02005 -4.52598 0.111 -0.009 0.166
C 1.84222 0.01452 4.21791 -0.071 0.007 0.049
C -4.19034 -0.10593 -2.18946 0.145 -0.009 0.046
C -0.21712 4.36354 -0.15432 -0.126 0.244 -0.134
C 1.42186 -4.82123 0.74327 0.049 -0.012 -0.038
C -1.85656 0.02613 -2.84986 -0.051 -0.009 -0.007
C 2.59655 0.00094 3.05128 -0.036 -0.034 -0.364
C 4.94462 -1.36550 4.33215 0.140 -0.384 0.235
C -1.95901 -4.21853 1.26576 -0.062 0.013 -0.026
C -2.83476 -0.05893 -1.82032 -0.033 -0.030 -0.059
C -2.30731 0.03496 -4.18401 0.028 -0.004 0.147
C 0.32649 -3.36992 -2.62594 0.086 -0.052 0.090
C 5.57223 0.14140 1.82309 0.035 0.015 -0.424
C 0.48705 3.12642 0.38079 -0.066 -0.712 0.101
H 4.23565 1.63821 5.23983 0.091 0.026 -0.121
H 0.81071 -5.02136 1.62730 0.020 0.025 -0.050
H 6.60880 0.21085 2.18326 -0.117 -0.012 -0.074
H -0.76382 -4.43544 -1.09696 -0.102 -0.107 0.050
H -0.34013 4.26867 -1.23565 -0.009 0.021 0.046
H 5.86168 1.72002 4.51542 -0.131 0.027 0.001
H -1.58303 -2.98434 -1.67259 -0.019 0.029 -0.072
H 4.74223 -2.29480 3.78459 0.051 0.094 0.107
H -1.35444 -5.11138 1.09447 0.011 0.030 -0.003
H -2.66932 -4.13582 0.43824 0.067 0.021 0.048
H -3.95369 -0.00902 -5.56929 0.018 0.005 -0.010
H -0.50123 -2.97499 2.29379 0.029 -0.033 0.008
H -0.14108 0.04575 5.08882 0.006 -0.001 -0.008
H -4.92480 -0.15996 -1.39089 0.035 -0.004 -0.030
H -1.23971 -0.00533 2.84297 -0.061 0.004 -0.024
H 0.48849 -2.34212 -2.95609 -0.021 -0.032 0.040
H 2.41544 -5.24598 0.93337 -0.076 0.025 -0.021
H 0.34567 5.26505 0.09155 -0.037 -0.002 -0.018
H -1.82461 -2.11147 1.53639 -0.057 0.107 0.024
H -2.54423 -4.38409 2.17874 0.047 0.005 -0.066
H 2.34604 0.05190 5.18332 -0.047 -0.008 -0.056
H -1.55300 0.09332 -4.96333 -0.030 0.002 0.029
H -0.10166 -3.93628 -3.45938 -0.009 0.006 0.041
H 5.34464 1.00050 1.18113 0.074 -0.162 0.102
H 4.47787 2.51789 3.72016 0.058 -0.105 0.120
H 4.38638 -1.40450 5.27609 0.092 -0.016 -0.130
H -1.21835 4.41626 0.28256 0.041 0.011 -0.037
H 1.30025 -3.81561 -2.38845 -0.080 0.018 -0.016
H 6.01813 -1.32770 4.56508 -0.160 -0.042 -0.008
H 1.94188 -2.80151 1.32088 0.020 0.040 0.059
H 2.23183 -3.12888 -0.34862 0.067 0.014 -0.053
H 0.98508 -5.37325 -0.09692 0.045 0.072 0.085
H 5.45391 -0.75643 1.20663 0.060 0.150 0.078
H -5.66813 -0.12560 -3.75409 -0.006 -0.004 0.014
```
Forces are in eV/Å.

- energy (eV) = -104316.6236
- charge = -2
- <S²> = 3.77
- multiplicity = 4
- E_LUMO (alpha / beta) (eV) = 4.474 / 4.472
- frontier orbital gap (alpha / beta) (Eh) = 0.157 / 0.189


Record 2
Below is 2 unconnected molecules or ions with the total composition C8H8N4O at a distorted geometry, with properties calculated with wB97M-V/def2-TZVPD.

XYZ file:
```
21
Properties=species:S:1:pos:R:3:forces:R:3
O 2.36528 2.32447 0.53439 1.948 -1.548 1.596
N 0.53403 1.24422 0.46662 0.273 -0.111 -0.048
N 3.94619 -0.64383 -0.29126 0.078 0.245 -0.522
N 1.32240 0.50868 1.29789 1.086 0.509 0.033
N 1.15394 2.34857 -0.03774 -1.697 0.259 -0.909
C -1.40017 0.09246 1.10874 -1.595 -0.297 1.082
C -2.75899 -0.25762 0.97420 0.157 1.917 -0.075
C -1.42823 1.37152 -0.98660 0.831 -0.103 0.841
C 2.44356 1.12930 1.30372 -1.820 1.566 -0.421
C -3.46045 0.39177 -0.05813 -1.226 -2.230 -0.963
C -2.79661 1.11966 -1.05440 0.868 0.071 -0.083
C -0.80962 0.93106 0.21792 0.683 0.331 -1.889
C 3.41856 0.06163 -1.16497 0.437 -1.047 1.240
H -0.79608 -0.11499 1.97039 -0.164 -0.626 0.339
H -3.32415 -0.74971 1.77294 0.493 -0.246 -0.500
H -3.31080 1.45871 -1.93226 -0.409 0.010 -0.207
H -0.75151 1.81076 -1.77848 -1.346 -0.241 0.985
H 2.86369 -0.29180 -1.97379 -0.697 -1.439 -1.704
H 3.33161 0.95760 1.87139 0.204 -0.200 0.014
H 3.27400 1.09539 -1.11292 0.432 2.002 0.454
H -4.50734 -0.00901 -0.31744 1.462 1.179 0.736
```
Forces are in eV/Å.

- energy (eV) = -16426.7810
- charge = 0
- E_LUMO (alpha / beta) (eV) = 0.431 / -0.531
- frontier orbital gap (alpha / beta) (Eh) = 0.351 / 0.232


Record 3
Below is a molecular structure, C38H40AlN6 at a distorted geometry, with properties calculated with wB97M-V/def2-TZVPD.

XYZ file:
```
85
Properties=species:S:1:pos:R:3:forces:R:3
Al -0.56520 0.07939 0.27720 -0.959 3.148 -3.369
N -3.26585 0.37180 -1.53955 -1.321 -1.547 -1.091
N 4.56816 0.78472 -0.76436 -1.493 -0.535 -0.539
N -1.99689 1.87461 -0.66878 -0.124 1.703 -0.555
N 0.71287 3.80156 0.76824 0.819 0.180 -0.331
N 2.67468 -0.32068 -1.30558 0.662 0.330 -1.402
N 8.73709 0.89939 4.56107 -0.516 -0.200 -0.495
C -0.96131 2.24539 0.24266 0.429 -0.214 -0.049
C 5.47620 0.77748 0.33017 -0.746 0.942 -0.534
C -1.80588 -1.41168 -3.24894 0.298 -0.288 -0.557
C 0.21719 3.56379 -1.59903 0.296 -0.020 0.476
C -4.87953 -3.44282 -2.29068 0.036 0.270 -0.086
C 6.53388 -0.13517 0.34689 1.545 -0.569 0.801
C -5.53482 -2.55410 -1.43594 0.222 0.209 -0.133
C 2.17390 4.75477 -0.88753 -0.048 0.258 0.264
C 3.51337 1.71713 -0.84554 0.347 -0.630 0.406
C 2.34099 -0.57692 2.13429 0.451 0.498 -0.457
C 0.00512 3.24603 -0.23168 -0.387 0.135 0.061
C -3.11429 -1.79291 -2.63276 -0.384 -0.335 0.062
C 0.94786 -0.65336 1.61528 -1.495 -0.592 0.472
C 1.78629 4.52625 0.43918 -0.182 -0.074 -0.657
C 7.10618 0.65336 2.55679 1.759 0.177 1.355
C -2.03948 0.53552 -0.97588 1.510 -0.501 1.710
C -0.14847 0.02593 2.27405 0.235 -2.172 0.961
C -3.09325 2.54681 -1.17821 0.422 -0.575 0.635
C -1.04550 -1.75842 1.04220 0.939 0.064 1.600
C 5.94382 1.44273 2.59748 -2.110 1.218 -0.969
C 0.04728 1.13082 3.25692 0.015 0.313 -0.140
C 8.00266 0.76257 3.66262 0.366 -0.002 -0.053
C -2.69872 -0.46980 2.62713 -0.336 0.310 -0.156
C -1.37557 -0.69340 1.98020 1.402 -1.191 0.471
C -5.73330 -0.38257 -0.21202 -0.475 0.061 0.439
C -1.95256 -2.84963 0.58655 -0.282 0.104 -0.398
C -5.01766 -1.28187 -1.17229 0.161 -0.418 -0.345
C 7.41971 -0.12749 1.42607 -0.914 -0.560 -1.297
C -5.48143 -4.78047 -2.60720 -0.084 -0.268 -0.060
C -3.90369 1.60163 -1.69135 -0.068 0.238 -0.079
C -3.67291 -3.05100 -2.88098 -0.103 0.254 0.318
C 1.15058 -2.68186 -0.02709 0.335 -0.102 -0.277
C 3.99409 -0.41991 -1.20475 -0.967 1.039 0.616
C 1.35762 4.29523 -1.92411 -0.473 -0.070 0.374
C -3.81964 -0.90668 -1.80272 0.010 0.476 0.108
C 2.37792 1.01821 -1.13881 0.188 -0.244 0.351
C 0.38242 -1.68892 0.76766 -0.660 -0.221 1.590
C 5.13901 1.54675 1.45738 0.602 -0.320 1.448
H -2.87526 0.59821 2.79755 -0.041 -0.143 -0.007
H -6.47294 -2.84333 -0.95426 0.267 -0.017 -0.127
H -5.08230 0.10615 0.52682 0.005 -0.074 -0.419
H 0.49390 -3.20409 -0.73128 0.182 0.030 0.089
H 1.59691 4.49842 -2.96782 0.004 -0.014 0.262
H 0.66656 0.80448 4.10596 -0.188 0.017 -0.222
H -1.96069 -3.68397 1.30513 0.061 0.254 -0.143
H -4.70306 -5.54395 -2.70789 -0.133 0.049 0.038
H 1.36381 1.41861 -1.17759 0.452 -0.359 -0.270
H -0.96189 -1.51828 -2.54974 -0.242 0.203 -0.088
H 1.92738 -2.15095 -0.59097 -0.228 -0.328 0.065
H -0.47282 3.18467 -2.35692 0.328 0.017 0.246
H 2.41361 -1.14463 3.07497 -0.162 0.088 -0.196
H 0.55400 1.97369 2.76462 -0.155 -0.067 0.239
H -1.79944 -0.38513 -3.63129 0.005 -0.162 0.251
H 6.61845 -0.86633 -0.45815 0.332 0.333 0.093
H -6.04289 -4.76472 -3.55182 0.103 0.051 0.162
H -6.17508 -5.09066 -1.81946 0.098 -0.017 -0.106
H -1.30656 2.49778 1.25815 -0.082 -0.067 -0.353
H -6.31162 0.39920 -0.72450 0.195 -0.086 0.138
H 2.37988 4.93339 1.26128 -0.183 -0.091 -0.172
H -2.97845 -2.48653 0.46804 0.064 -0.115 -0.014
H 3.60718 2.76174 -0.59805 0.306 -0.261 0.059
H 3.07701 -0.99983 1.44313 -0.100 0.230 0.049
H 8.32576 -0.73597 1.39974 -0.366 0.041 0.139
H -0.91642 1.47878 3.64154 0.184 0.033 -0.010
H 2.61170 0.46074 2.36431 0.154 -0.272 -0.121
H -3.19812 3.60769 -1.08732 -0.121 0.236 -0.014
H 1.62754 -3.42649 0.62610 -0.165 0.114 -0.074
H 5.66367 2.00837 3.49907 0.245 -0.414 -0.428
H -3.50974 -0.84295 1.99405 0.064 0.043 0.089
H -3.15808 -3.73778 -3.55788 -0.094 0.167 0.204
H 3.08804 5.30814 -1.08795 -0.161 -0.079 -0.012
H -1.63503 -3.24270 -0.38532 -0.120 0.019 0.166
H 4.56315 -1.29453 -1.48406 0.025 -0.002 0.508
H -2.76578 -0.97874 3.60060 0.105 0.089 -0.257
H -1.60684 -2.08345 -4.09462 -0.004 0.125 0.125
H -4.86791 1.68238 -2.13613 -0.298 0.051 -0.318
H 4.17087 2.06929 1.48283 0.669 -0.065 0.028
H -6.45139 -0.98893 0.35490 0.072 0.164 -0.090
```
Forces are in eV/Å.

- energy (eV) = -55590.3575
- charge = -1
- E_LUMO (alpha / beta) (eV) = 2.138 / 2.154
- frontier orbital gap (alpha / beta) (Eh) = 0.110 / 0.142


Record 4
Below is C21H22FN3O2S in the gas phase at a distorted geometry, with properties calculated with wB97M-V/def2-TZVPD.

XYZ file:
```
50
Properties=species:S:1:pos:R:3:forces:R:3
S 1.15794 2.85291 -0.08761 0.298 -0.298 -0.006
F 2.68200 -4.10690 -0.28271 0.113 0.495 -0.135
O -1.03068 2.68087 3.03144 -0.351 0.416 -1.104
O -4.48518 -3.94179 -2.85752 -0.711 0.918 -1.915
N -4.81972 -4.89643 -0.91613 0.442 0.013 1.512
N 1.12720 2.31628 2.51788 -2.530 0.640 -0.878
N 3.07661 1.78610 1.67237 -1.464 1.275 -2.906
C -4.41649 -3.81896 -1.66665 1.592 -1.467 -0.059
C -3.99065 -1.32265 -1.67213 -0.957 -1.225 0.062
C -2.14043 0.35390 -1.87785 0.169 0.502 1.847
C -0.50048 2.79821 0.66436 -0.847 0.719 -0.197
C 3.67765 -0.09911 0.24409 0.139 -0.336 -0.323
C 4.22818 -1.10000 1.06063 -0.261 0.626 -0.259
C -1.27568 1.31159 -1.27403 -0.385 -0.294 -0.528
C 2.42267 -1.82120 -1.01151 0.551 -0.455 0.344
C -1.22310 4.16363 0.45012 0.824 0.412 -0.259
C 5.32593 1.73533 1.09328 0.412 -0.402 -0.455
C 3.94974 1.37654 0.55152 0.002 -0.151 0.583
C 3.00841 -2.79873 -0.16249 -1.024 1.271 -1.048
C 2.79731 -0.47474 -0.81352 0.053 -0.561 0.856
C -1.37522 1.67586 0.07254 -1.348 -0.644 0.085
C 1.80775 2.28995 1.43921 3.045 -1.261 1.273
C -3.61778 -2.69354 -1.04363 -1.592 0.382 0.417
C -3.34176 0.16444 0.20058 1.064 0.804 -0.199
C -2.48250 1.11170 0.77893 0.270 -0.337 -0.306
C 3.87053 -2.41583 0.82490 1.148 -1.263 1.203
C -0.18792 2.63700 2.15607 -0.440 -0.844 2.690
C -3.15004 -0.26680 -1.11048 1.288 1.501 -0.295
H -1.27671 4.37937 -0.62927 -0.053 -0.098 0.351
H 3.09815 1.28043 2.54973 0.245 0.011 -0.214
H 5.45150 2.81568 1.21854 -0.206 -0.193 -0.219
H -3.88293 -1.42096 -2.75012 0.037 0.054 -0.050
H 4.91370 -0.87498 1.90695 -0.570 -0.107 -0.842
H 3.76613 1.93605 -0.39101 -0.301 0.041 0.865
H -2.57581 -2.87992 -1.18068 0.793 -0.296 -0.478
H -5.08212 -5.70049 -1.50474 0.421 0.618 0.721
H 2.31878 0.29954 -1.41680 0.263 -0.206 0.101
H -5.05358 -1.08509 -1.47349 0.369 -0.287 -0.068
H -4.24778 -5.05058 -0.06334 -1.029 -0.164 -0.882
H -2.03024 0.08656 -2.91244 0.126 -0.006 -0.284
H -0.66168 4.98665 0.93193 -0.109 -0.441 -0.240
H -3.74935 -2.72560 0.03306 -0.214 0.391 0.293
H 6.10537 1.34397 0.44169 0.219 0.021 0.123
H -2.22536 4.19657 0.86065 -0.128 -0.426 0.107
H 5.41308 1.30653 2.09035 0.296 -0.124 -0.002
H 1.72324 -2.14438 -1.80833 0.527 0.391 0.637
H 4.33299 -3.20768 1.44129 -0.417 0.433 -0.337
H -4.18030 -0.21405 0.76872 0.034 -0.074 0.147
H -2.71172 1.34744 1.80710 0.369 0.414 0.105
H -0.53964 1.82733 -1.90145 -0.171 -0.388 0.166
```
Forces are in eV/Å.

- energy (eV) = -44252.5498
- SMILES = C[C@H](NC1=NC(=O)[C@](C)(c2ccc(CCC(N)=O)cc2)S1)c1ccc(F)cc1
- charge = 0
- E_LUMO (eV) = 0.424
- frontier orbital gap (Eh) = 0.348


Record 5
Below is a molecular structure, C15H16Br2GdN2O6 at a distorted geometry, with properties calculated with wB97M-V/def2-TZVPD.

XYZ file:
```
42
Properties=species:S:1:pos:R:3:forces:R:3
Gd 0.18423 0.41176 -0.43706 1.071 0.358 -5.257
Br 0.82903 -1.83166 -2.40440 0.202 -0.473 -0.534
Br -2.18395 -1.18573 -1.75045 -0.231 -0.325 -0.137
O -2.22004 -1.19788 2.55403 -0.097 -0.042 -0.067
O -0.06710 -1.49143 0.54211 -0.541 -1.332 0.948
O 1.68263 -0.35913 1.16763 0.235 -0.243 0.482
O 3.48356 1.59600 -0.05732 0.137 0.053 -0.279
O 0.30917 1.89971 1.23707 0.014 0.449 0.640
O -1.53181 0.88763 0.66955 -1.564 0.231 0.951
N -0.37780 1.89625 -2.22530 -0.405 0.576 -0.675
N -3.25852 3.92974 -4.44203 -0.004 -0.065 -0.039
C -0.69000 1.21004 1.56551 -0.800 1.282 2.196
C -0.75782 0.56085 2.93295 -0.292 0.094 -0.215
C -1.88898 3.74144 -2.47818 -0.101 0.131 -0.036
C -2.16759 0.02849 3.27589 0.150 0.016 0.129
C 0.04727 -0.81362 2.86170 -0.057 -0.163 -0.317
C -1.09078 -1.81676 3.15747 0.179 0.098 0.216
C -0.94388 3.03946 -1.78026 0.070 -0.035 -0.113
C -1.72310 2.09430 -4.20719 -0.051 0.153 -0.074
C 0.61991 -0.95083 1.46532 0.777 -1.514 1.631
C -1.42443 -1.76882 4.65412 0.059 0.024 -0.058
C -2.17993 -0.41962 4.74589 0.034 0.051 -0.075
C -2.32470 3.27466 -3.73244 0.169 -0.098 0.138
C 2.57527 1.24554 -0.60616 1.024 0.535 0.253
C -0.90046 -2.61205 -1.99038 0.018 0.331 0.126
C -0.77674 1.47138 -3.44060 0.159 -0.022 -0.019
H -2.06829 -2.60410 4.91952 0.007 -0.005 0.007
H -1.99560 1.68954 -5.17291 0.047 -0.020 0.009
H -3.54710 3.59301 -5.34266 -0.029 0.040 -0.005
H -3.20323 -0.55250 5.08846 0.008 -0.007 0.025
H -1.20330 -3.24495 -2.81256 0.009 0.039 -0.057
H -0.59802 3.41058 -0.82183 -0.053 -0.076 0.061
H -1.68781 0.30220 5.39660 -0.041 0.001 0.037
H 0.86585 -0.83147 3.57724 -0.020 0.057 0.041
H -0.91920 -2.80582 2.74306 -0.077 0.016 -0.058
H -0.80583 -3.12973 -1.04611 0.027 -0.008 0.010
H -0.33644 1.24083 3.66881 0.043 -0.035 0.027
H -2.97840 0.68130 2.96559 -0.006 -0.023 -0.003
H -0.53145 -1.81040 5.27653 -0.022 -0.003 0.036
H -2.30173 4.65370 -2.06776 0.051 -0.008 0.039
H -0.28472 0.58262 -3.81630 -0.080 -0.060 0.023
H -3.66769 4.78008 -4.10128 -0.019 0.022 -0.007
```
Forces are in eV/Å.

- energy (eV) = -191995.4016
- charge = +1
- <S²> = 16.01
- multiplicity = 8
- E_LUMO (alpha / beta) (eV) = -2.974 / -6.746
- frontier orbital gap (alpha / beta) (Eh) = 0.337 / 0.198